108
Properties=species:S:1:pos:R:3:forces:R:3:mulliken_charge:R:1 method="wB97M-V/def2-TZVPD" charge=-1 e_homo_ev=-3.941 gap_ev=5.88 energy_ev=-98431.2285 relative_energy_ev=0.618
Rb -0.844 -0.674 -0.708 0.0871 -0.1212 -0.5514 1.20
C -4.135 -2.951 2.183 -0.3663 -0.1625 -0.0795 -1.06
C -2.867 -2.579 1.718 0.2294 -0.0008 0.0409 -0.31
N -2.485 -2.698 0.471 0.3393 0.1706 0.4443 0.04
C -3.335 -3.216 -0.428 -0.8112 -0.4439 -0.2544 -0.36
C -4.650 -3.636 -0.064 0.3746 0.1853 -0.0215 1.19
C -5.027 -3.472 1.286 0.1340 0.0925 0.0655 -0.83
C -5.504 -4.192 -1.027 -0.2931 -0.2184 -0.3178 -0.87
C -5.052 -4.362 -2.317 -0.3853 -0.1097 0.3435 -0.84
C -3.775 -3.979 -2.691 0.4046 0.1254 0.0240 -0.35
C -2.887 -3.375 -1.789 -0.3548 -0.2607 -0.4436 0.06
N -1.710 -2.852 -2.158 0.3164 0.5410 0.1412 0.23
C -0.895 -3.407 -3.051 -0.1276 -0.5473 0.1800 0.01
C -0.816 -4.797 -3.260 -0.1935 0.2549 0.1835 -0.25
C 0.104 -5.362 -4.120 0.3731 0.0288 -0.3537 -1.01
C 0.996 -4.587 -4.828 0.0562 -0.5044 -0.0951 -1.03
C 0.985 -3.195 -4.662 -0.1818 0.1825 0.2459 1.66
C 1.876 -2.347 -5.356 -0.0674 0.2596 0.0618 -0.83
C 1.804 -0.994 -5.175 0.1134 -0.2735 -0.1362 -0.91
C 0.852 -0.496 -4.275 -0.2479 0.1610 0.1615 -0.46
N 0.024 -1.252 -3.590 0.0046 0.6493 0.0959 -0.27
C 0.054 -2.582 -3.766 0.3659 -0.6083 -0.5043 -0.40
H -4.390 -2.821 3.225 0.0037 0.0379 0.0699 0.47
H -2.136 -2.175 2.408 0.0283 0.1160 0.0703 0.59
H -6.025 -3.769 1.584 -0.0388 -0.0177 0.0718 0.40
H -6.505 -4.493 -0.744 -0.0294 -0.0147 0.0315 0.36
H -5.704 -4.803 -3.062 -0.0592 0.0012 -0.0036 0.36
H -3.458 -4.112 -3.719 0.0316 0.0312 0.0504 0.49
H -1.483 -5.431 -2.695 -0.0886 -0.0401 0.0110 0.56
H 0.116 -6.439 -4.236 0.0429 -0.0553 -0.0216 0.37
H 1.698 -5.037 -5.516 0.0938 -0.0141 -0.0559 0.36
H 2.602 -2.784 -6.031 0.0242 -0.0315 -0.0464 0.42
H 2.453 -0.310 -5.702 0.0603 0.0253 -0.0114 0.46
H 0.759 0.574 -4.127 0.0804 0.0587 0.0544 0.76
N 0.017 1.930 2.354 0.6474 0.1508 0.4941 -0.49
P -1.228 0.884 2.037 -0.5680 0.0799 0.6050 0.60
C -2.435 2.151 1.463 -0.1178 -0.1358 -0.0060 0.72
C -3.097 2.065 0.248 0.0709 -0.2149 0.0610 -0.06
C -4.005 3.042 -0.124 -0.2150 0.1005 -0.1592 -0.51
C -4.265 4.106 0.723 -0.0981 0.0016 -0.1924 -0.64
C -3.591 4.211 1.929 -0.0283 0.0609 0.1509 -0.50
C -2.683 3.239 2.294 -0.0931 -0.0647 0.0044 -1.10
C -2.007 0.632 3.686 -0.0097 -0.2382 -0.1448 0.28
C -1.290 0.632 4.877 0.0442 0.0564 -0.1872 -0.53
C -1.926 0.384 6.081 -0.0425 -0.0853 0.2114 -0.54
C -3.283 0.114 6.112 -0.0677 -0.0110 0.1103 -0.57
C -4.001 0.082 4.926 -0.1832 -0.0149 0.0203 -0.76
C -3.367 0.334 3.725 0.0124 -0.1075 0.0278 -0.51
P 0.683 2.074 0.323 0.3902 0.5398 -0.5211 1.22
C 2.230 1.243 0.848 -0.0629 -0.1962 -0.0578 1.39
C 2.703 0.102 0.215 -0.0484 0.1337 -0.0167 -0.72
C 3.804 -0.581 0.710 0.1796 -0.1725 -0.0562 -0.82
C 4.443 -0.140 1.856 0.0850 -0.1349 -0.1247 -0.93
C 3.991 1.008 2.485 0.0369 0.0666 0.1331 -1.03
C 2.905 1.693 1.982 0.0675 -0.0875 0.0857 -0.40
C 1.202 3.795 0.682 -0.0947 0.0164 -0.1035 0.53
C 2.490 4.216 0.365 -0.1190 0.0190 -0.0180 -0.57
C 2.929 5.475 0.728 0.1772 0.1996 0.0261 -1.04
C 2.088 6.332 1.420 0.0145 0.0521 0.0346 -0.80
C 0.794 5.930 1.712 -0.0392 0.2109 0.0184 -0.41
C 0.350 4.676 1.336 -0.0582 -0.0274 -0.0744 -0.47
H 0.674 1.513 3.005 0.0794 0.0259 0.0074 0.03
H -2.919 1.217 -0.412 -0.0676 0.1734 0.0810 0.21
H -4.518 2.967 -1.073 -0.0532 -0.0030 -0.0456 0.47
H -5.007 4.844 0.452 0.0005 0.1072 -0.0782 0.35
H -3.784 5.047 2.588 -0.0413 0.0648 0.0587 0.43
H -2.159 3.292 3.240 0.0817 0.0735 0.0223 0.36
H -0.228 0.837 4.866 0.0477 0.0852 0.0025 0.28
H -1.360 0.399 7.003 0.0517 0.0036 0.0566 0.40
H -3.785 -0.072 7.053 0.0164 -0.0104 0.0354 0.35
H -5.062 -0.132 4.941 -0.0517 -0.0176 0.0026 0.42
H -3.923 0.304 2.795 -0.0957 0.0173 0.0166 0.51
H 2.205 -0.271 -0.670 0.0155 -0.0384 -0.0407 0.35
H 4.154 -1.472 0.201 -0.0059 -0.0278 0.0046 0.57
H 5.287 -0.681 2.258 0.0823 -0.0661 -0.0052 0.41
H 4.481 1.365 3.380 0.0624 0.0355 0.0703 0.46
H 2.554 2.581 2.485 -0.0081 0.0605 0.0559 0.52
H 3.158 3.542 -0.153 0.0661 0.0294 0.0729 0.52
H 3.939 5.781 0.484 0.0277 0.0188 -0.0043 0.44
H 2.438 7.305 1.740 0.0254 0.0443 -0.0293 0.36
H 0.132 6.596 2.252 -0.0494 0.0319 -0.0019 0.43
H -0.656 4.361 1.572 0.0411 -0.0124 0.0697 0.16
Cl 5.755 4.281 -4.829 0.1778 0.1067 -0.0931 -0.26
C 4.450 3.708 -3.829 -0.0186 -0.0719 0.0377 0.36
C 4.499 2.420 -3.320 0.1637 0.1692 -0.1499 -1.27
C 3.433 1.950 -2.585 -0.1659 0.0380 0.0690 0.53
C 2.301 2.735 -2.340 0.2751 -0.0518 -0.3338 0.17
C 1.135 2.168 -1.655 -0.4285 -0.0742 0.4533 -0.65
C 2.310 4.044 -2.834 -0.0802 -0.2509 0.1087 0.09
C 3.363 4.529 -3.580 0.1777 -0.0102 -0.0885 -0.92
H 5.346 1.778 -3.520 0.0657 0.0647 -0.0302 0.43
H 3.471 0.939 -2.210 -0.0526 -0.1195 0.0178 0.50
H 0.222 2.673 -1.998 0.0498 -0.1297 0.0233 0.66
H 1.045 1.106 -1.904 -0.0407 0.0815 -0.1800 -0.94
H 1.463 4.687 -2.645 -0.1715 0.0547 0.0291 0.42
H 3.326 5.527 -3.992 0.0764 0.0600 -0.0016 0.43
N 3.133 -3.662 4.605 0.0681 -0.0086 0.2219 -0.58
C 2.839 -3.584 3.499 0.1563 0.0174 0.6951 -0.01
C 2.488 -3.513 2.135 -0.2980 0.0173 -1.1542 0.48
C 3.140 -4.314 1.191 -0.2048 0.2103 0.1179 -0.46
C 2.745 -4.222 -0.129 0.0149 0.0322 0.0268 -0.97
C 1.730 -3.332 -0.463 0.1444 -0.2496 -0.0966 -0.29
N 1.124 -2.560 0.426 -0.2450 0.0929 -0.1870 0.47
C 1.483 -2.647 1.689 0.2471 -0.1987 0.5100 -0.52
H 3.930 -4.982 1.502 0.0186 -0.0445 0.0104 0.50
H 3.211 -4.829 -0.890 0.0077 -0.0260 -0.0912 0.52
H 1.385 -3.240 -1.485 0.0125 -0.0459 -0.1330 0.28
H 0.960 -2.003 2.386 0.0258 0.0464 0.0955 0.51